Entry 1:
C52H127N11O10 | ωB97M-V with the def2-TZVPD basis set

Output
gap between HOMO and LUMO	7.894	eV
structure (SMILES)	CC1(C)CCCC(C)(C)N1O.CC1(C)CCCC(C)(C)N1O.CC1(C)CCCC(C)(C)N1O.COC[C@H](C)N.COC[C@H](C)N.COC[C@H](C)N.COC[C@H](C)N.COC[C@H](C)N.COC[C@H](C)N.NC(N)=O
charge	0

Structure (XYZ):
```
200
Properties=species:S:1:pos:R:3:forces:R:3
C 0.0701 3.4672 -5.0111 0.1411 0.3705 -1.7664
C -0.0447 2.8983 -6.4754 -1.1064 1.9745 1.5941
C 1.1396 1.9702 -6.6497 -0.1055 -0.2693 0.5193
C 0.9172 0.6008 -5.9994 0.9596 -0.4855 -1.4461
C -0.3054 -0.0542 -6.6120 1.0783 -0.1239 0.5206
C -1.5295 0.7471 -6.3180 -1.1521 0.8651 0.8515
N -1.3410 2.2251 -6.5829 0.9109 -3.1510 -1.7219
O -2.5192 2.9599 -6.4402 0.3753 0.3089 0.7816
C -2.5466 0.1603 -7.2684 -0.3161 0.8279 -0.8555
C -1.9808 0.4374 -4.8529 0.3991 0.7933 -0.4566
C -0.0393 4.0698 -7.5321 -0.3093 -1.1992 0.4960
H -0.7099 4.2173 -4.8800 -0.0566 -0.1739 0.3802
H 1.0413 3.9618 -5.0221 0.0286 0.0742 0.7502
H -0.0008 2.6314 -4.3150 0.0967 0.3020 0.1938
H 1.4294 1.9543 -7.7004 -0.0167 -0.5674 -0.0682
H 1.9804 2.3634 -6.0783 0.0843 0.5470 -0.3597
H 0.9768 0.6587 -4.9125 -0.5987 0.0883 0.0663
H 1.7999 0.0164 -6.2588 0.1215 -0.2255 0.0273
H -0.4797 -1.0713 -6.2611 0.0121 -0.0285 0.4469
H -0.1786 -0.2276 -7.6806 0.2959 0.5535 -0.1990
H -2.7244 -0.8931 -7.0523 0.0764 0.0159 -0.0959
H -3.4999 0.6865 -7.3171 -0.0237 0.0090 0.2658
H -2.0455 0.2950 -8.2270 -0.5390 -0.3730 -0.4348
H -2.8407 -0.2281 -4.9282 0.0066 0.1178 0.5851
H -1.1740 -0.0102 -4.2725 -0.0418 -0.2478 -0.0154
H -2.1994 1.3849 -4.3603 -0.5313 -0.1546 0.0885
H -0.1641 3.5902 -8.5030 0.2424 0.0456 -0.1981
H 0.8615 4.6835 -7.5283 -0.0163 -0.0896 0.1483
H -0.9241 4.6931 -7.4025 0.1770 0.2180 0.2355
H -2.6642 3.3589 -7.3013 -0.1490 -0.0721 -0.2280
C 1.9657 3.2898 0.8135 0.3635 -1.1155 0.1937
C 1.0102 2.0665 0.9808 0.6337 0.2803 -0.1079
C -0.3211 2.4889 0.2979 -0.2246 -0.6066 1.4159
C -1.2325 1.3142 -0.0465 0.3750 0.4450 -0.5132
C -0.4908 0.3880 -1.0530 -0.7455 0.9935 1.6694
C 0.8828 -0.1098 -0.4441 -1.5712 -1.3270 0.8272
N 1.6499 0.9678 0.1906 -1.5235 2.0881 -1.6897
O 2.8463 0.5440 0.7302 0.0631 -0.2338 0.2567
C 0.6300 -1.2259 0.6623 -0.1890 0.9323 -0.9598
C 1.6726 -0.6672 -1.5958 1.5884 0.3355 -0.2439
C 0.8202 1.7124 2.4986 -0.7112 0.0865 -0.7875
H 2.1438 3.3141 -0.2616 -0.2243 0.7849 -0.0075
H 2.9573 3.1233 1.2344 -0.0184 -0.3358 0.2777
H 1.6135 4.2009 1.2972 -0.3806 0.0543 -0.4027
H -0.8116 3.1044 1.0521 -0.1652 0.2268 0.0809
H -0.2007 3.1518 -0.5589 0.4312 -0.2853 -0.1840
H -2.1605 1.7298 -0.4390 0.0250 -0.0347 -0.6377
H -1.6301 0.7907 0.8230 0.5952 -0.2831 0.3250
H -0.3959 0.9440 -1.9857 0.6041 0.0939 -0.0025
H -1.2480 -0.3616 -1.2825 0.7089 -0.8972 -0.0039
H -0.2104 -0.9303 1.2903 -0.1310 -0.1985 -0.0573
H 0.4568 -2.1944 0.1931 -0.0499 -0.0506 0.1972
H 1.5008 -1.2759 1.3160 -0.0248 -0.4739 -0.0822
H 1.2332 -1.4776 -2.1774 -0.3505 0.1489 0.1721
H 1.9733 0.1658 -2.2312 -0.4297 0.0385 -0.4244
H 2.6586 -0.9937 -1.2654 -0.0483 -0.4870 0.2801
H 0.4046 2.5443 3.0672 0.5686 0.4766 -0.1412
H 1.7450 1.3685 2.9617 0.0226 0.1470 0.0247
H 0.0342 0.9780 2.6743 0.1080 -0.5460 -0.3420
H 2.5305 0.0650 1.4999 0.7325 -0.3938 0.7246
C -4.7712 -4.1980 5.0765 -0.0751 0.3068 -1.9657
C -3.6178 -3.7209 4.0223 0.0823 -0.0461 0.9154
C -2.2433 -3.9012 4.7658 -1.6298 -0.0125 0.5692
C -1.0093 -3.7973 3.9655 0.4419 0.8359 -0.3923
C -1.0978 -4.6529 2.7322 -0.3121 0.0034 -0.4121
C -2.4456 -4.6321 1.9088 -0.1515 -1.1918 -0.1060
N -3.6184 -4.6315 2.8088 1.7317 -0.6785 2.6143
O -4.8553 -4.8706 2.2086 0.6052 0.8426 -0.0128
C -2.5107 -3.5123 0.8718 1.2320 0.4283 -0.1753
C -2.3879 -5.9662 1.0601 -1.2282 0.6225 0.2914
C -3.7530 -2.1670 3.6889 -0.7522 -1.8691 0.6796
H -4.8168 -5.2778 5.2183 0.5354 -0.0455 -0.1626
H -5.7365 -3.9655 4.6268 -0.1183 0.0586 -0.2213
H -4.8498 -3.7370 6.0611 0.9002 0.3739 -0.1058
H -2.1176 -3.1256 5.5212 -0.7048 0.0336 0.3531
H -2.2845 -4.8548 5.2922 0.0374 -0.1664 -0.0375
H -0.1973 -4.0074 4.6617 0.3553 -0.7285 -0.3569
H -0.7759 -2.7527 3.7597 -0.3351 0.3089 -0.5449
H -0.9310 -5.6772 3.0656 -0.0478 -0.1722 -0.2754
H -0.3202 -4.3747 2.0209 0.1696 -0.2221 -0.0810
H -2.2405 -2.5402 1.2843 -0.4889 0.1882 0.1889
H -1.7124 -3.6747 0.1476 0.1090 -0.1909 -0.2004
H -3.4149 -3.4735 0.2643 -0.2587 -0.0007 0.3613
H -3.2407 -5.9624 0.3812 0.1454 0.2505 -0.4522
H -1.4536 -6.0039 0.5000 -0.0809 -0.0324 0.0598
H -2.5814 -6.8970 1.5932 0.5291 0.1920 0.6155
H -4.2370 -1.7140 4.5541 0.1779 0.2792 0.0197
H -4.4566 -2.0597 2.8634 0.3108 0.3376 -0.2640
H -2.7657 -1.7320 3.5335 -0.2467 0.1215 -0.3398
H -4.9932 -4.0234 1.7786 -0.8949 0.2277 -0.6082
C 6.2321 -0.3293 -1.8780 -0.4032 0.4234 0.6222
O 6.9425 0.2845 -2.5854 2.9813 1.8876 -2.5199
N 5.2777 0.2020 -1.1600 -2.4915 0.9932 1.6515
N 6.2929 -1.6289 -1.6758 0.7424 -3.9702 0.2368
H 5.2410 1.2039 -1.0377 -0.6361 -0.4947 -0.1347
H 4.6081 -0.4726 -0.8186 -0.3972 1.2642 0.5455
H 7.0553 -2.1548 -2.0786 -0.3031 0.0587 0.1034
H 5.6440 -2.0743 -1.0428 0.5865 -0.1499 -0.0809
C -7.4577 0.6571 4.9435 -0.1420 0.1748 1.3324
C -7.6065 0.8801 3.4855 1.8576 2.1674 -0.3782
C -6.3229 0.5755 2.6625 -0.4686 -0.7650 0.8478
O -5.2260 1.3844 3.1186 -1.0528 0.4340 -0.1512
C -4.1235 1.3585 2.2344 -0.4825 -1.0248 -0.3573
N -8.7973 0.2726 3.0389 -1.1358 -1.5761 -1.5651
H -8.4392 0.7996 5.3957 -0.1181 -0.0341 0.1454
H -6.8175 1.3936 5.4291 0.2736 -0.1646 -0.1680
H -7.1480 -0.3522 5.2146 0.1490 -0.0675 -0.1761
H -7.6653 1.9508 3.2897 -0.0470 0.6355 0.4543
H -6.5775 0.7181 1.6123 0.3149 0.3525 -0.2928
H -6.0790 -0.4792 2.7893 0.2060 -0.2763 -0.0417
H -3.5629 0.4481 2.4465 0.4453 -0.0433 -0.0879
H -3.4686 2.2290 2.2720 -0.3318 0.1336 0.4910
H -4.5063 1.2596 1.2187 0.1736 0.1503 -0.3173
H -8.9187 0.3893 2.0430 0.1874 -0.1831 -0.3363
H -9.6399 0.6953 3.4015 0.1972 0.1118 0.5899
C -0.7377 6.5198 -0.5684 -0.8641 0.5732 -0.1401
C -0.4234 7.7950 0.2830 -1.7638 -2.5943 -1.3893
C -1.4058 8.1076 1.4299 0.7518 0.4047 -1.7779
O -1.1772 9.4667 1.7294 -0.8788 0.4566 1.2130
C -2.3854 10.0717 2.2472 1.3381 0.9961 -1.1588
N 0.8684 7.5394 0.7111 2.9299 0.8965 1.7081
H -0.1037 6.5242 -1.4551 0.2149 0.0245 0.1194
H -1.7566 6.4817 -0.9538 -0.1813 0.0572 0.1380
H -0.5479 5.5934 -0.0262 -0.0288 0.0260 0.2101
H -0.4174 8.5966 -0.4555 -0.3037 0.5262 0.3448
H -1.2354 7.5656 2.3602 -0.3393 -0.7194 -0.3684
H -2.3645 7.9483 0.9364 -0.6535 0.0376 0.6889
H -2.8539 10.4068 1.3219 -1.1229 -0.2688 0.2941
H -2.1141 11.0064 2.7381 0.2222 -0.1675 0.3039
H -2.9832 9.4652 2.9276 0.0457 -0.2554 -0.2944
H 0.9582 8.0488 1.5786 0.9003 0.1292 0.1789
H 1.0993 6.5757 0.9062 -0.3011 -0.1085 -0.0956
C -2.1893 6.5859 5.6439 -0.9425 1.0628 1.9465
C -1.0245 5.7978 5.2701 1.7375 -2.2433 -1.0351
C -0.8998 4.4746 5.9971 -1.1210 -2.1222 0.0413
O 0.0736 3.6413 5.3543 1.9027 -1.2604 0.6018
C 0.1182 2.2190 5.7561 -0.7357 0.7764 -0.7744
N -1.1092 5.4169 3.8585 0.6286 0.4396 -0.8447
H -2.3062 7.5786 5.2094 0.3412 -0.2008 -0.4661
H -2.0574 6.7821 6.7079 -0.4419 0.1547 0.3927
H -3.1261 6.0430 5.5178 0.0949 -0.1022 -0.1538
H -0.0427 6.1787 5.5512 0.0044 1.2153 -0.4435
H -1.7807 3.8647 5.7967 -0.9800 0.3783 0.7127
H -0.7132 4.5845 7.0654 0.0322 -0.0263 0.0882
H -0.7575 1.7150 5.3470 -0.7676 0.2029 0.5787
H 0.2588 2.0181 6.8182 -0.2595 0.4657 0.0824
H 0.8596 1.6169 5.2309 0.7943 1.0364 -0.1177
H -0.2898 5.8031 3.4119 -0.0210 0.4724 -0.4875
H -0.8613 4.4395 3.8000 -0.2469 -0.3386 -0.0362
C 2.6494 -3.4407 -4.7212 -2.0260 -0.5099 0.1310
C 3.6610 -3.3613 -3.6255 -0.4567 -0.4697 -0.8884
C 4.4711 -4.6494 -3.4787 0.2865 -1.7564 -0.3919
O 3.6980 -5.8952 -3.5930 -0.7838 1.1882 0.4873
C 4.4721 -7.0959 -3.5610 0.9312 1.6915 -0.8912
N 4.4667 -2.2016 -4.0043 0.5801 -0.4351 1.5020
H 2.1316 -2.4856 -4.8105 0.3725 0.2684 -0.0961
H 1.8335 -4.1042 -4.4345 0.0678 -0.5640 -0.2863
H 3.0310 -3.7191 -5.7035 0.2191 -0.0792 0.1392
H 3.1618 -3.1822 -2.6733 -0.0934 0.3309 0.0118
H 5.0463 -4.7138 -2.5550 -0.1021 0.2479 0.4696
H 5.2397 -4.6607 -4.2515 0.0711 -0.0393 -0.4925
H 3.8958 -8.0121 -3.4324 -0.2667 0.4578 0.2318
H 5.2517 -6.9462 -2.8140 0.0644 -0.6114 0.2720
H 4.9485 -7.1027 -4.5414 0.3692 -0.6240 -0.0802
H 5.2201 -2.5465 -4.5818 0.1905 0.1156 -0.5508
H 4.9398 -1.9987 -3.1353 0.4285 0.7531 -0.1909
C 5.8051 0.5803 3.9398 -0.9821 0.4312 0.6190
C 6.0388 0.1131 2.4913 -0.7075 1.5886 0.3340
C 7.3803 0.5931 1.9562 0.8242 0.6260 0.2995
O 7.4982 2.0299 1.8187 -0.1649 -1.3039 0.2985
C 6.6955 2.5220 0.7952 -0.5230 0.7303 -0.5176
N 5.7651 -1.2788 2.5169 1.3252 -2.9464 -0.0013
H 4.9490 0.0354 4.3376 -0.5350 0.2301 -0.4249
H 5.6034 1.6478 4.0284 0.0372 0.0752 -0.1813
H 6.4842 0.3487 4.7603 1.0986 -0.1556 -0.6971
H 5.2660 0.5490 1.8582 -0.1477 0.3336 0.1171
H 7.6563 0.1180 1.0148 -0.1973 -0.0929 -0.3095
H 8.1623 0.3592 2.6786 0.0498 -0.2155 0.0662
H 5.6385 2.5682 1.0571 -0.2843 -0.0252 0.2887
H 6.7394 1.9365 -0.1232 0.5434 -0.0712 -0.0345
H 6.9976 3.5455 0.5732 0.1615 -0.0580 0.0296
H 6.6418 -1.7630 2.6475 0.6120 -0.1085 1.2665
H 5.5559 -1.8527 1.7125 -0.9867 1.1519 -1.1067
C 0.9353 -5.0965 -1.2393 -0.6451 0.0975 0.1173
C 0.7710 -6.6013 -1.3911 0.9865 -1.4680 -3.4456
C 0.1994 -7.2567 -2.7995 -1.9590 1.6531 1.4585
O -0.1660 -8.6227 -2.6071 0.4061 0.1461 -0.1641
C -1.5417 -8.8753 -2.3395 0.5452 -0.2251 -0.5635
N 2.1178 -7.1746 -1.3523 0.3473 -0.3263 1.3277
H 0.0973 -4.4964 -1.5937 -0.3318 -0.1673 0.0863
H 1.8081 -4.6620 -1.7268 0.1539 -0.4408 -0.0673
H 1.0323 -4.9588 -0.1624 0.1185 0.4202 0.0427
H 0.1395 -7.0011 -0.5978 0.0389 -0.0965 -0.0207
H 0.7854 -7.1609 -3.7136 0.9404 -0.1344 0.5563
H -0.6742 -6.6640 -3.0712 -0.6746 -0.0635 0.0048
H -2.1610 -8.7822 -3.2316 -0.0623 0.9223 -0.2036
H -1.8700 -8.2433 -1.5143 -0.3868 -0.2596 0.0429
H -1.6608 -9.9483 -2.1889 0.3551 0.0540 0.8636
H 2.7201 -6.6368 -1.9590 -0.1302 0.1937 -0.0932
H 2.0667 -8.0975 -1.7594 0.1189 -0.2889 0.2453
```
Forces are in eV/Å.



Entry 2:
C32H37As2CrN5O6S2 | ωB97M-V with the def2-TZVPD basis set

Output
gap between HOMO and LUMO (alpha / beta)	5.111 / 5.514	eV
multiplicity	4
charge	-1

Structure (XYZ):
```
85
Properties=species:S:1:pos:R:3:forces:R:3
Cr 0.9904 0.4263 -0.3198 0.2736 -0.4313 -0.3862
O -2.0423 5.2125 0.5954 -0.1528 -0.2532 0.0973
C -0.8361 5.5277 0.1654 -0.0466 0.3461 -0.0625
O -0.5188 6.6750 -0.0720 0.0244 -0.1642 0.0222
C 0.1192 4.4160 -0.0396 -0.0108 -0.6429 0.1035
C 1.3985 4.5275 -0.5500 -0.1550 -0.4235 0.1908
N 1.9242 3.2862 -0.6115 -0.5619 0.1736 0.1291
N 1.0443 2.3648 -0.1954 -0.2410 2.3128 0.2720
C -0.0589 3.0242 0.1805 1.3199 0.5052 -0.6390
C -1.1774 2.1591 0.5924 -0.7111 -0.7921 0.3189
O -2.2862 2.6502 0.8846 0.2814 0.1793 -0.0170
O -0.8989 0.9198 0.5771 0.2175 0.4994 -0.1145
H -2.1942 4.2090 0.7391 0.2118 0.2378 -0.0903
H 1.9372 5.3961 -0.8682 0.1314 0.1698 -0.0142
H 2.8092 2.9759 -1.0045 -0.2658 -0.1563 0.0481
C -3.4019 -3.0513 0.2577 0.1880 0.2536 0.0667
As -2.1757 -1.5085 -0.1709 -0.7479 -0.7312 0.0155
C -3.5807 -0.2494 -0.7246 0.0031 0.0685 0.0738
C -1.6573 -2.2659 -1.9205 0.0786 0.0505 0.0168
C -2.5645 -2.4980 -2.9439 -0.1964 -0.0151 -0.0074
C -2.1685 -3.0941 -4.1299 -0.0392 -0.0379 -0.1114
C -0.8447 -3.4621 -4.3056 -0.0504 -0.1735 -0.0293
C 0.0797 -3.1848 -3.3145 0.1431 -0.1473 0.1472
C -0.3109 -2.5962 -2.1174 -0.1526 0.0163 -0.1219
As 0.9655 -1.9948 -0.7701 0.3524 -1.6377 0.1406
C 0.6362 -3.3710 0.6019 -0.0513 0.0749 0.0390
C 2.6269 -2.8710 -1.3976 -0.0338 0.2046 -0.0143
H -4.0852 -3.2792 -0.5581 -0.0214 0.0731 -0.1222
H -3.9873 -2.8116 1.1481 0.0650 0.0682 -0.0308
H -2.8133 -3.9438 0.4713 0.0849 0.0336 -0.0061
H -4.5317 -0.7344 -0.9457 0.0499 -0.1201 -0.0272
H -3.2375 0.3124 -1.5913 0.0337 -0.0104 0.0082
H -3.7201 0.4610 0.0916 0.0466 -0.0246 -0.0235
H -3.6019 -2.2084 -2.8183 -0.0335 -0.0116 0.0339
H -2.8868 -3.2656 -4.9214 -0.0741 -0.0448 -0.0091
H -0.5290 -3.9609 -5.2146 -0.0016 0.0243 -0.0314
H 1.1220 -3.4235 -3.4832 0.0484 -0.0437 -0.0026
H 0.5143 -4.3467 0.1180 0.0363 0.2025 0.0344
H -0.2604 -3.1282 1.1727 0.1141 0.0020 -0.0234
H 1.4929 -3.4029 1.2794 -0.0751 0.0921 -0.0648
H 2.4311 -3.8960 -1.7224 -0.0609 0.0863 0.0931
H 3.3150 -2.8954 -0.5469 -0.1449 0.0314 -0.1136
H 3.1117 -2.3095 -2.1994 -0.1303 -0.0120 0.0767
O 8.5062 -0.6429 1.7958 0.0492 0.1756 -0.3221
C 8.3767 -0.0477 0.5718 1.2256 0.0931 0.2574
O 9.3732 0.3681 0.0139 -0.7591 -0.3959 0.4793
C 7.0234 0.0469 0.0270 -1.0800 0.0953 -0.5392
C 6.8548 0.7418 -1.1834 0.4734 -0.2100 0.5087
C 5.6173 0.8891 -1.7541 -0.3452 -0.1443 0.0730
C 4.4871 0.3455 -1.1310 -0.0590 -0.1402 0.0480
S 2.9128 0.5984 -1.8483 -0.1891 0.2661 -0.2368
C 4.6392 -0.3753 0.0530 -0.1769 -0.0895 -0.0246
C 5.8813 -0.5172 0.6243 0.7592 0.1371 -0.1519
H 7.6349 -0.8557 2.1542 0.0917 0.0553 -0.0560
H 7.7364 1.1622 -1.6424 0.0734 0.0485 -0.0680
H 5.4887 1.4202 -2.6863 0.0441 0.0890 -0.0514
H 3.7568 -0.7887 0.5301 0.0565 0.1469 -0.0035
H 5.9470 -1.0921 1.5412 -0.0633 0.0021 0.0575
N 1.8083 0.0933 1.2018 -0.3911 -0.8218 -0.7307
C 2.2313 0.2639 2.4217 0.5431 0.2936 0.9559
C 3.2846 1.1785 2.7229 -0.1674 -0.0661 -0.0848
C 3.7317 1.3551 4.0082 0.1342 0.0608 0.2887
C 3.1872 0.6295 5.0628 0.1409 0.0493 0.2536
C 2.1728 -0.2831 4.7972 0.0361 -0.0757 0.2076
C 1.7030 -0.4746 3.5210 0.0030 0.0797 -0.1761
H 3.7218 1.7349 1.9031 -0.0111 0.0485 -0.0546
H 4.5200 2.0736 4.1983 0.0760 0.0343 0.0503
H 3.5450 0.7634 6.0741 0.0404 0.0561 0.0539
H 1.7444 -0.8517 5.6153 -0.0314 -0.0260 0.0235
H 0.9013 -1.1727 3.3180 -0.0552 -0.0374 -0.0322
S -0.5162 0.8516 -2.2591 -0.4342 0.3973 -0.3287
C -0.2281 0.3177 -3.8263 0.1975 -0.5864 -0.0445
N 0.9074 -0.3274 -4.1722 -0.6050 0.8362 0.0602
C 1.2689 -0.5037 -5.5588 -0.0199 -0.2009 -0.3714
C 0.0194 -0.8525 -6.3582 0.0586 0.1623 0.1042
C -1.0152 0.2487 -6.1611 0.1037 -0.1655 -0.4467
N -1.2175 0.4556 -4.7468 0.4934 0.1841 0.3324
H 1.6739 -0.2392 -3.5045 -0.0518 -0.0485 0.0650
H 2.0060 -1.3075 -5.6101 -0.0211 0.0465 -0.0613
H 1.7280 0.4109 -5.9597 0.0448 -0.1072 0.0300
H -0.3880 -1.7888 -5.9799 0.0209 0.0302 -0.1003
H 0.2620 -0.9670 -7.4140 -0.0167 0.0310 -0.0252
H -1.9701 -0.0431 -6.6072 0.0765 0.0545 0.0273
H -0.6779 1.1742 -6.6512 -0.0734 -0.0934 0.0401
H -1.9951 1.0250 -4.4517 0.0628 -0.0973 0.1287
```
Forces are in eV/Å.



Energy relative to the best compared isomer or geometry (same formula, charge and spin) (computed, kcal per mole): 83.58; 25.33
Strongest force on any atom (computed, eV/Å): 4.336; 2.341